# 1
Computed, not measured: a 2-piece molecular cluster, C2H7N2O overall in a non-equilibrium geometry, with ωB97M-V/def2-TZVPD.

The geometry in ORCA input format:
```
! wB97M-V def2-TZVPD RIJCOSX def2/J DEFGRID3
* xyz 2 2
C -0.239 2.924 0.781
N -0.668 1.713 0.933
H -0.796 3.860 1.065
H 0.637 3.003 0.198
H -0.218 0.791 0.252
H -1.352 1.600 1.659
C 0.269 -1.718 -0.158
N 0.581 -2.459 -1.217
O 0.043 -0.457 -0.313
H -0.177 -2.278 0.724
H 0.907 -1.980 -2.080
H 1.089 -3.353 -1.055
*
```

Properties
**Energy relative to the best compared isomer or geometry (same formula, charge and spin)**: 46.6 kcal per mole

# 2
Computed, not measured: an isolated ion of composition C2H7N2O4S2 and charge -1 in a non-equilibrium geometry, with ωB97M-V/def2-TZVPD.

The geometry in ORCA input format:
```
! wB97M-V def2-TZVPD RIJCOSX def2/J DEFGRID3
* xyz -1 1
C -0.638 -0.125 0.074
C 0.791 0.130 0.470
N 0.860 0.231 1.883
N -0.709 -0.393 -1.363
O 1.396 -2.269 -0.651
O 0.632 2.913 0.324
O 3.255 -1.060 0.680
O 1.005 1.754 -1.942
S 2.214 -0.991 -0.410
S 1.501 1.885 -0.261
H -1.201 -0.875 0.654
H -1.170 0.754 0.272
H 0.792 1.102 2.256
H 1.725 -0.258 2.019
H -1.751 -0.537 -1.493
H -0.467 -1.355 -1.381
H 0.326 1.043 -2.045
*
```

Properties
**Energy relative to the best compared isomer or geometry (same formula, charge and spin)**: 1.7 kcal per mole

# 3
Computed, not measured: a 2-piece molecular cluster, C2H7N2S overall in a non-equilibrium geometry, with ωB97M-V/def2-TZVPD.

The geometry in ORCA input format:
```
! wB97M-V def2-TZVPD RIJCOSX def2/J DEFGRID3
* xyz -1 1
C 0.244 1.806 -1.554
S -0.137 0.004 -1.833
H 0.333 2.205 -2.557
H 1.159 1.839 -0.898
H -0.575 2.348 -1.081
N -0.866 -0.992 1.125
C 0.253 -0.396 1.637
N 0.767 -0.594 2.815
H -1.098 -1.830 1.641
H -0.999 -0.837 0.115
H 0.799 0.334 1.030
H 0.578 -1.558 3.111
*
```

Properties
**Energy relative to the best compared isomer or geometry (same formula, charge and spin)**: 14.2 kcal per mole

# 4
Computed, not measured: a 2-piece molecular cluster, C2H7N2S overall in a non-equilibrium geometry, with ωB97M-V/def2-TZVPD.

The geometry in ORCA input format:
```
! wB97M-V def2-TZVPD RIJCOSX def2/J DEFGRID3
* xyz -1 1
C 2.111 -1.016 -0.755
S 2.162 0.223 0.613
H 1.749 -1.976 -0.385
H 1.412 -0.683 -1.523
H 3.098 -1.107 -1.208
N -0.968 1.354 0.559
C -1.495 0.089 0.417
N -2.714 -0.224 0.159
H -0.074 1.436 0.083
H -1.286 2.011 1.246
H -0.729 -0.670 0.271
H -3.267 0.562 0.524
*
```

Properties
**Energy relative to the best compared isomer or geometry (same formula, charge and spin)**: 20.4 kcal per mole

# 5
Computed, not measured: a 2-piece molecular cluster, C2H7N2S overall in a non-equilibrium geometry, with ωB97M-V/def2-TZVPD.

The geometry in ORCA input format:
```
! wB97M-V def2-TZVPD RIJCOSX def2/J DEFGRID3
* xyz -1 1
S -1.670 -2.018 -0.467
H -2.796 -2.413 0.156
C 0.712 0.273 -1.379
N 0.952 0.879 -0.052
C 0.290 0.335 1.009
N 0.078 0.954 2.100
H 1.472 0.652 -2.057
H 0.789 -0.804 -1.268
H -0.303 0.488 -1.706
H 1.025 1.884 -0.035
H -0.065 -0.710 0.909
H -0.484 0.480 2.790
*
```

Properties
**Energy relative to the best compared isomer or geometry (same formula, charge and spin)**: 7.0 kcal per mole

# 6
Computed, not measured: a 2-piece molecular cluster, C2H7N2S overall in a non-equilibrium geometry, with ωB97M-V/def2-TZVPD.

The geometry in ORCA input format:
```
! wB97M-V def2-TZVPD RIJCOSX def2/J DEFGRID3
* xyz 1 1
C -1.571 0.236 -0.151
C 2.228 -0.024 0.276
N -0.278 0.203 -0.402
N -2.356 -0.694 0.339
S 0.890 -1.050 -0.232
H -1.870 1.303 -0.288
H 3.162 -0.425 0.287
H 1.912 0.463 1.202
H 2.214 0.892 -0.578
H 1.045 1.449 -0.996
H -3.381 -0.666 0.189
H -1.994 -1.688 0.355
*
```

Properties
**Energy relative to the best compared isomer or geometry (same formula, charge and spin)**: 116.6 kcal per mole